[1]
C48H44KN9Se2 as an isolated structure in a non-equilibrium geometry, computed with the ωB97M-V functional and the def2-TZVPD basis.

```
! RIJCOSX wB97M-V def2-TZVPD def2/J DEFGRID3
* xyz 0 1
K 3.426 -21.320 -6.683
C 3.436 -16.224 -7.698
C 2.939 -15.759 -6.412
C 2.253 -16.595 -5.562
C 2.065 -17.966 -5.950
N 2.709 -18.516 -7.017
C 3.423 -17.657 -7.803
N 1.135 -18.570 -5.157
C 0.442 -19.694 -5.232
N 0.954 -20.910 -5.270
C -0.117 -21.801 -5.236
N -0.091 -23.092 -5.366
C 0.852 -24.010 -5.235
C 0.481 -25.441 -5.098
C 1.391 -26.436 -5.094
C 2.735 -26.085 -5.219
C 3.016 -24.702 -5.247
N 2.106 -23.773 -5.405
C -1.391 -21.060 -5.098
C -2.692 -21.442 -4.942
C -3.734 -20.475 -4.914
C -3.380 -19.123 -5.062
C -2.045 -18.729 -5.148
C -1.027 -19.709 -5.188
H 3.870 -15.540 -8.440
H 3.146 -14.714 -6.109
H 1.986 -16.288 -4.560
H 4.064 -18.129 -8.560
H -0.533 -25.706 -4.815
H 0.926 -27.448 -4.898
H 3.609 -26.745 -5.342
H 4.068 -24.367 -5.304
H -3.016 -22.492 -4.848
H -4.777 -20.694 -4.889
H -4.178 -18.338 -5.097
H -1.802 -17.666 -5.060
C 0.844 -22.006 -11.317
C -0.132 -21.315 -10.360
C -0.985 -21.935 -9.464
C -1.887 -21.210 -8.733
C -1.794 -19.801 -8.708
C -0.776 -19.126 -9.449
C -0.665 -17.576 -9.181
C -0.025 -19.859 -10.354
N 1.012 -19.347 -11.122
C 1.106 -18.339 -11.890
C 0.002 -17.303 -12.175
C 2.370 -17.946 -12.612
C 3.080 -19.086 -13.116
N 2.623 -16.700 -12.948
C 3.867 -16.295 -13.294
C 5.103 -16.564 -12.594
C 5.255 -17.361 -11.342
C 6.262 -16.046 -13.161
C 6.321 -15.062 -14.145
C 5.132 -14.643 -14.746
C 3.919 -15.395 -14.396
C 2.703 -15.106 -15.259
H 0.974 -23.062 -10.982
H 1.856 -21.601 -11.212
H 0.681 -21.892 -12.441
H -0.956 -23.071 -9.405
H -2.671 -21.738 -8.212
H -2.432 -19.206 -8.070
H -1.360 -17.097 -9.880
H 0.313 -17.183 -9.515
H -0.925 -17.483 -8.106
H -0.966 -17.751 -11.975
H 0.046 -16.993 -13.241
H 0.128 -16.285 -11.643
H 3.709 -19.539 -12.384
H 3.714 -18.963 -13.994
H 2.356 -19.904 -13.355
H 5.484 -18.415 -11.498
H 4.395 -17.279 -10.720
H 6.165 -16.867 -10.867
H 7.255 -16.216 -12.745
H 7.260 -14.717 -14.611
H 5.174 -13.798 -15.523
H 2.852 -15.040 -16.376
H 2.083 -14.215 -15.041
H 1.905 -15.925 -15.179
Se 5.167 -21.197 -9.541
Se 6.814 -21.855 -7.607
C 6.933 -20.225 -6.622
C 8.220 -19.666 -6.476
C 8.410 -18.563 -5.639
C 7.272 -18.008 -5.106
C 6.046 -18.510 -5.424
N 5.887 -19.647 -6.087
C 5.291 -23.020 -10.105
C 6.239 -23.254 -11.130
C 6.333 -24.594 -11.661
C 5.482 -25.537 -11.151
C 4.516 -25.192 -10.235
N 4.420 -23.960 -9.696
H 8.967 -20.297 -7.022
H 9.423 -18.426 -5.221
H 7.244 -17.134 -4.378
H 5.020 -18.094 -5.263
H 6.813 -22.398 -11.485
H 7.034 -24.874 -12.464
H 5.452 -26.539 -11.609
H 3.745 -25.862 -9.769
*
```

As for the frontier orbital gap: 4.863 eV. Its HOMO energy is -6.7 eV. For the energy above the lowest of the compared OMol25 structures with the same formula, charge and spin, the calculation gives 217.0 kJ/mol. The calculation puts the lowest unoccupied orbital energy at -1.9 eV.

Here are the Mulliken charges for atoms 1 to 5, given in e: number 1, K, carries 0.926; number 2, C, carries -0.660; number 3, C, carries -0.593; number 4, C, carries -0.691; number 5, C, carries 0.204

=====

[2]
C48H44NOP2PdS3Se as an isolated structure in a non-equilibrium geometry, computed with the ωB97M-V functional and the def2-TZVPD basis.

```
! RIJCOSX wB97M-V def2-TZVPD def2/J DEFGRID3
* xyz 1 1
Pd 1.247 0.116 0.198
O 0.652 -4.255 0.882
S 1.110 -2.953 0.300
C 1.368 -3.228 -1.455
C 1.532 -4.552 -1.824
C 1.838 -4.859 -3.144
C 1.990 -3.839 -4.068
C 1.762 -2.516 -3.701
C 1.409 -2.186 -2.397
P 0.781 -0.505 -1.983
C -1.007 -0.681 -2.313
C -1.768 0.488 -2.416
C -3.148 0.420 -2.512
C -3.787 -0.815 -2.516
C -3.038 -1.978 -2.430
C -1.652 -1.914 -2.327
C 1.369 0.608 -3.279
C 2.394 1.504 -2.979
C 2.883 2.361 -3.955
C 2.337 2.337 -5.232
C 1.303 1.459 -5.534
C 0.818 0.597 -4.561
C 2.842 -2.773 0.821
C 3.859 -3.385 0.100
C 5.161 -3.412 0.588
C 5.448 -2.845 1.813
C 4.433 -2.219 2.529
C 3.127 -2.138 2.049
P 2.125 -1.004 3.097
C 0.381 -1.572 2.989
C 0.154 -2.818 3.396
C -1.195 -3.341 3.676
C -2.246 -2.538 3.675
C -2.161 -1.073 3.335
C -0.786 -0.647 2.743
C 2.328 0.608 2.154
C 3.290 0.759 1.133
C 3.733 2.026 0.748
C 3.229 3.160 1.361
C 2.280 3.033 2.373
C 1.853 1.779 2.774
H 1.430 -5.320 -1.066
H 1.973 -5.891 -3.441
H 2.259 -4.071 -5.091
H 1.838 -1.739 -4.451
H -1.284 1.457 -2.413
H -3.726 1.334 -2.580
H -4.866 -0.867 -2.591
H -3.526 -2.944 -2.444
H -1.092 -2.837 -2.253
H 2.794 1.539 -1.973
H 3.687 3.047 -3.721
H 2.714 3.008 -5.992
H 0.872 1.449 -6.526
H 0.000 -0.074 -4.795
H 3.657 -3.862 -0.847
H 5.937 -3.895 0.007
H 6.453 -2.882 2.214
H 4.660 -1.761 3.485
H 0.991 -3.487 3.574
H -1.297 -4.380 3.958
H -3.220 -2.905 3.980
H -2.266 -0.538 4.282
H -0.542 0.355 3.092
H 3.801 -0.110 0.732
H 4.483 2.110 -0.028
H 3.586 4.140 1.070
H 1.893 3.912 2.873
H 1.152 1.702 3.597
S -0.157 2.956 -0.371
C 0.290 4.508 -0.001
N 1.132 5.287 -0.690
C 1.253 6.691 -0.310
C 0.781 6.779 1.145
S -0.316 5.355 1.398
H 1.442 4.950 -1.589
H 0.645 7.317 -0.965
H 2.289 7.010 -0.397
H 0.226 7.695 1.329
H 1.615 6.727 1.842
C -6.479 1.132 0.048
C -5.360 0.553 0.876
C -4.789 1.280 1.911
C -3.776 0.751 2.697
C -3.210 1.624 3.795
C -3.306 -0.559 2.457
Se -1.062 -0.403 0.815
C -3.855 -1.299 1.396
C -3.377 -2.672 0.976
C -4.872 -0.721 0.637
H -6.266 2.163 -0.241
H -7.415 1.140 0.609
H -6.647 0.548 -0.858
H -5.135 2.290 2.108
H -3.614 2.632 3.715
H -2.124 1.710 3.744
H -3.464 1.248 4.790
H -2.290 -2.754 0.950
H -3.751 -2.888 -0.024
H -3.738 -3.460 1.640
H -5.282 -1.293 -0.190
*
```

As for the frontier orbital gap (spin up / spin down): 5.402 / 5.622 eV. Its HOMO energy (spin up / spin down) is -9.7 / -9.8 eV. The calculation puts the lowest unoccupied orbital energy (spin up / spin down) at -4.3 / -4.2 eV.

Here are the Mulliken charges for atoms 1 to 5, given in e: number 1, Pd, carries 0.964; number 2, O, carries -0.833; number 3, S, carries 2.182; number 4, C, carries -0.635; number 5, C, carries -0.212

=====

[3]
C48H45BrCl3N8O5PS2Se2Si2Ta as an isolated structure in a non-equilibrium geometry, computed with the ωB97M-V functional and the def2-TZVPD basis.

```
! RIJCOSX wB97M-V def2-TZVPD def2/J DEFGRID3
* xyz -1 1
Ta -0.066 -0.146 1.179
C 0.657 5.326 -4.608
N 0.021 4.992 -3.337
C -0.512 3.827 -2.922
N -1.178 3.999 -1.802
C -1.029 5.327 -1.571
N -0.328 5.976 -2.477
C -0.232 4.920 -5.754
C -1.261 5.754 -6.175
C -2.184 5.312 -7.113
C -2.097 4.028 -7.625
C -1.054 3.200 -7.224
C -0.122 3.650 -6.298
C -0.971 1.839 -7.745
N -1.576 1.322 -8.755
N -1.184 -0.014 -8.801
C -0.352 -0.185 -7.833
O -0.165 0.949 -7.114
C 0.366 -1.401 -7.461
C 0.171 -2.546 -8.229
C 0.819 -3.715 -7.881
C 1.669 -3.739 -6.784
C 1.893 -2.593 -6.032
C 2.886 -2.655 -4.889
N 2.669 -1.700 -3.826
C 1.662 -1.604 -2.939
N 1.840 -0.552 -2.173
C 2.987 -0.018 -2.647
N 3.520 -0.663 -3.663
C 1.228 -1.419 -6.367
H 1.634 4.846 -4.675
H 0.800 6.403 -4.575
H -0.391 2.891 -3.448
H -1.447 5.827 -0.712
H -1.355 6.744 -5.742
H -2.988 5.964 -7.428
H -2.826 3.656 -8.332
H 0.684 2.995 -5.986
H -0.505 -2.507 -9.073
H 0.657 -4.615 -8.459
H 2.170 -4.660 -6.510
H 3.894 -2.443 -5.241
H 2.889 -3.665 -4.476
H 0.856 -2.321 -2.868
H 3.446 0.865 -2.228
H 1.376 -0.527 -5.771
Se -0.519 -2.186 2.781
P -0.230 -4.191 1.870
Se 0.881 -4.560 0.107
C 0.398 -5.124 3.301
C 1.728 -5.520 3.349
C 2.233 -6.117 4.495
C 1.412 -6.319 5.596
C 0.080 -5.926 5.549
C -0.426 -5.326 4.407
C -1.924 -4.838 1.672
C -2.071 -6.214 1.497
C -3.320 -6.755 1.244
C -4.429 -5.922 1.140
C -4.282 -4.554 1.300
C -3.032 -4.008 1.568
H 2.356 -5.357 2.480
H 3.273 -6.418 4.530
H 1.809 -6.780 6.491
H -0.565 -6.083 6.405
H -1.463 -5.013 4.375
H -1.202 -6.859 1.553
H -3.428 -7.825 1.115
H -5.405 -6.344 0.929
H -5.138 -3.896 1.211
H -2.926 -2.936 1.692
Br -2.783 -0.100 1.596
O 1.670 0.100 2.747
S 2.498 0.163 1.502
O 3.829 0.658 1.620
O 1.587 1.020 0.588
S 2.082 -1.628 0.739
C -0.123 4.149 5.450
C 0.451 3.411 4.230
C 0.939 4.445 3.205
C 1.649 2.585 4.705
Si -0.944 2.389 3.452
O -0.451 1.404 2.221
C -2.215 3.557 2.707
C -3.018 4.413 3.467
C -3.962 5.240 2.873
C -4.129 5.224 1.495
C -3.347 4.381 0.721
C -2.400 3.565 1.324
C -1.719 1.276 4.748
C -3.030 1.399 5.207
C -3.548 0.514 6.143
C -2.765 -0.523 6.629
C -1.463 -0.673 6.174
C -0.947 0.222 5.247
H 0.691 4.682 5.957
H -0.575 3.464 6.172
H -0.869 4.896 5.168
H 1.668 5.115 3.676
H 0.121 5.057 2.816
H 1.430 3.962 2.356
H 2.434 3.270 5.048
H 2.062 1.957 3.921
H 1.385 1.942 5.548
H -2.924 4.432 4.548
H -4.575 5.889 3.489
H -4.872 5.860 1.029
H -3.478 4.342 -0.354
H -1.799 2.908 0.708
H -3.673 2.176 4.808
H -4.573 0.624 6.480
H -3.175 -1.223 7.349
H -0.851 -1.496 6.524
H 0.067 0.074 4.888
Cl -1.001 -1.479 -0.778
Si -1.210 0.833 -1.159
Cl -0.603 0.954 -3.174
Cl -3.241 1.063 -1.544
*
```

As for the frontier orbital gap: 6.941 eV. Its HOMO energy is -5.5 eV. For the energy above the lowest of the compared OMol25 structures with the same formula, charge and spin, the calculation gives 0.0 kJ/mol. The calculation puts the lowest unoccupied orbital energy at 1.5 eV.

Here are the Mulliken charges for atoms 1 to 5, given in e: number 1, Ta, carries -3.794; number 2, C, carries -1.468; number 3, N, carries 1.058; number 4, C, carries -0.256; number 5, N, carries -0.036

=====

- What is the formula in the second record?
  C48H44NOP2PdS3Se